Record 1
{
  "formula": "C12H30ClI2N2OP2Tl",
  "method": "ωB97M-V/def2-TZVPD",
  "species": ["I", "I", "Tl", "P", "C", "C", "H", "H", "H", "H", "H", "H", "C", "H", "H", "H", "P", "C", "C", "H", "H", "H", "C", "H", "H", "H", "H", "H", "H", "Cl", "C", "N", "C", "C", "C", "N", "C", "C", "O", "H", "H", "H", "H", "H", "H", "H", "H", "H", "H", "H", "H"],
  "positions_angstrom": [[1.234, 4.565, -0.188], [-2.782, 6.949, -3.179], [-0.957, 5.320, -1.810], [0.763, 1.494, -2.561], [1.505, 2.852, -3.566], [2.248, 0.415, -2.386], [2.587, 0.024, -3.353], [0.715, 0.494, -4.802], [1.984, -0.423, -1.729], [-0.383, -0.352, -3.642], [2.193, 3.427, -2.938], [3.055, 0.982, -1.907], [-0.012, 0.622, -3.985], [2.020, 2.433, -4.440], [-0.866, 1.232, -4.308], [0.693, 3.512, -3.896], [-1.370, 2.403, 1.066], [-2.143, 3.972, 1.674], [-2.928, 1.450, 0.812], [-0.537, 0.634, 2.491], [-1.819, 1.588, 3.338], [-0.152, 2.261, 3.167], [-0.930, 1.646, 2.691], [-2.657, 0.400, 0.640], [-3.566, 1.545, 1.706], [-2.837, 3.755, 2.504], [-2.692, 4.436, 0.836], [-3.425, 1.854, -0.081], [-1.346, 4.654, 2.003], [-1.840, 2.850, -2.375], [2.039, -1.407, 2.654], [1.346, -2.519, 2.077], [1.896, -3.830, 2.284], [0.876, -4.887, 1.937], [0.256, -4.591, 0.589], [-0.295, -3.266, 0.595], [-1.238, -2.903, -0.429], [0.295, -2.218, 1.254], [-0.086, -1.042, 1.097], [1.357, -0.791, 3.254], [2.482, -0.742, 1.899], [2.845, -1.765, 3.299], [2.810, -3.963, 1.677], [2.185, -3.907, 3.340], [0.103, -4.890, 2.717], [1.367, -5.864, 1.915], [-0.556, -5.288, 0.352], [1.028, -4.704, -0.192], [-0.752, -2.606, -1.372], [-1.888, -3.761, -0.635], [-1.830, -2.051, -0.094]],
  "total_charge": 2,
  "max_force_ev_per_a": 4.4,
  "total_energy_ha": -2570.168549,
  "e_above_lowest_ev": 0.339
}

***

Record 2
{
  "formula": "C12H30Cs4N2O4S",
  "method": "ωB97M-V/def2-TZVPD",
  "species": ["Cs", "Cs", "Cs", "Cs", "S", "O", "O", "O", "O", "C", "C", "N", "C", "C", "C", "C", "H", "H", "H", "H", "H", "H", "H", "H", "H", "H", "H", "H", "H", "H", "H", "C", "C", "N", "C", "C", "C", "C", "H", "H", "H", "H", "H", "H", "H", "H", "H", "H", "H", "H", "H", "H", "H"],
  "positions_angstrom": [[-2.083, 1.281, -1.846], [-1.781, 2.632, -5.564], [-3.060, -1.666, -5.588], [0.654, -3.412, -3.298], [-0.156, -0.142, -4.402], [0.115, 1.185, -3.755], [-0.860, 0.026, -5.652], [1.113, -0.790, -4.598], [-0.964, -0.968, -3.516], [-1.040, -1.545, 0.972], [-0.737, -2.381, -0.230], [0.622, -2.993, -0.106], [0.777, -4.007, 0.997], [-0.322, -5.098, 0.861], [1.674, -1.931, -0.298], [3.091, -2.513, -0.060], [-1.099, -1.879, 2.008], [-1.943, -0.959, 0.805], [-0.420, -0.650, 1.022], [-1.524, -3.135, -0.269], [-0.811, -1.785, -1.139], [1.751, -4.450, 0.790], [0.827, -3.438, 1.925], [-0.367, -5.476, -0.161], [-0.106, -6.030, 1.382], [-1.222, -4.673, 1.304], [1.714, -1.123, 0.433], [1.593, -1.353, -1.218], [3.901, -1.873, -0.410], [3.190, -3.459, -0.593], [3.221, -2.754, 0.995], [0.319, 4.944, 1.553], [-0.479, 3.960, 0.661], [-0.474, 2.553, 1.105], [-1.103, 2.235, 2.396], [-2.495, 2.733, 2.682], [0.869, 2.062, 1.012], [1.308, 1.813, -0.417], [1.309, 5.108, 1.127], [0.352, 4.575, 2.578], [-0.129, 5.938, 1.579], [-1.518, 4.286, 0.619], [-0.186, 4.001, -0.388], [-1.137, 1.181, 2.670], [-0.407, 2.487, 3.196], [-2.618, 3.768, 3.003], [-3.207, 2.473, 1.898], [-2.863, 2.132, 3.514], [0.921, 1.099, 1.520], [1.545, 2.771, 1.489], [0.644, 1.124, -0.940], [2.314, 1.428, -0.582], [1.290, 2.687, -1.068]],
  "total_charge": 1,
  "spin_multiplicity": 2,
  "max_force_ev_per_a": 4.1,
  "total_energy_ha": -1364.252121,
  "s2": 0.750
}

***

Record 3
{
  "formula": "C12H30F14Li4N7O34S14",
  "method": "ωB97M-V/def2-TZVPD",
  "species": ["Li", "Li", "Li", "Li", "N", "S", "O", "O", "F", "S", "O", "O", "F", "N", "S", "O", "O", "F", "S", "O", "O", "F", "N", "S", "O", "O", "F", "S", "O", "O", "F", "N", "S", "O", "O", "F", "S", "O", "O", "F", "N", "S", "O", "O", "F", "S", "O", "O", "F", "N", "S", "O", "O", "F", "S", "O", "O", "F", "N", "S", "O", "O", "F", "S", "O", "O", "F", "C", "O", "C", "C", "O", "C", "H", "H", "H", "H", "H", "H", "H", "H", "H", "H", "C", "O", "C", "C", "O", "C", "H", "H", "H", "H", "H", "H", "H", "H", "H", "H", "C", "O", "C", "C", "O", "C", "H", "H", "H", "H", "H", "H", "H", "H", "H", "H"],
  "positions_angstrom": [[5.180, -19.696, 1.466], [4.682, -16.686, 6.931], [3.509, -15.375, 1.362], [6.202, -20.333, 4.355], [5.199, -19.024, 3.308], [3.580, -19.044, 3.929], [2.508, -19.041, 2.979], [3.309, -18.512, 5.252], [3.736, -20.598, 4.293], [5.322, -17.430, 3.544], [5.625, -17.052, 4.897], [4.531, -16.549, 2.740], [6.716, -17.327, 2.771], [4.832, -18.888, -0.279], [5.762, -17.535, -0.709], [5.660, -16.395, 0.163], [6.103, -17.267, -2.085], [7.155, -18.135, -0.232], [3.520, -18.072, -0.762], [3.333, -18.062, -2.180], [3.031, -17.001, 0.079], [2.374, -19.129, -0.371], [1.752, -14.656, 1.538], [0.429, -15.202, 0.904], [-0.709, -14.311, 0.877], [0.147, -16.614, 1.024], [0.936, -15.102, -0.615], [1.369, -15.081, 3.163], [1.865, -16.348, 3.569], [0.210, -14.556, 3.832], [2.450, -14.055, 3.730], [5.532, -21.524, 1.031], [4.410, -22.597, 1.447], [4.245, -22.926, 2.834], [4.227, -23.677, 0.542], [3.160, -21.602, 1.302], [6.755, -22.341, 1.851], [7.018, -23.663, 1.357], [6.897, -22.024, 3.255], [7.926, -21.447, 1.203], [4.558, -13.725, 1.117], [5.825, -13.431, 2.034], [6.316, -12.077, 2.086], [6.711, -14.550, 2.108], [5.011, -13.520, 3.407], [5.091, -13.067, -0.304], [6.380, -13.392, -0.824], [4.572, -11.738, -0.583], [4.095, -13.974, -1.172], [11.435, -17.827, 4.023], [10.305, -17.542, 5.049], [10.684, -17.911, 6.398], [8.914, -17.532, 4.709], [10.610, -15.921, 5.153], [11.145, -19.488, 3.874], [9.931, -19.915, 3.206], [11.737, -20.299, 4.897], [12.219, -19.680, 2.704], [6.486, -20.205, 6.236], [7.934, -20.767, 6.927], [7.884, -22.022, 7.632], [8.735, -19.717, 7.440], [8.536, -21.150, 5.497], [5.837, -19.648, 7.501], [5.802, -18.206, 7.382], [5.944, -20.251, 8.795], [4.320, -20.022, 7.081], [11.716, -18.439, -0.285], [11.244, -17.527, 0.679], [10.376, -16.554, 0.144], [9.696, -15.772, 1.254], [10.761, -15.130, 1.964], [10.223, -14.176, 2.857], [12.182, -19.229, 0.312], [12.384, -18.035, -1.045], [10.909, -19.055, -0.704], [9.614, -17.064, -0.460], [10.839, -15.814, -0.521], [9.081, -16.347, 1.953], [8.951, -15.134, 0.764], [9.447, -14.560, 3.515], [9.879, -13.305, 2.277], [11.073, -13.684, 3.340], [0.545, -26.801, 9.539], [1.599, -26.265, 8.736], [1.039, -25.519, 7.642], [2.164, -24.864, 6.835], [2.941, -24.025, 7.671], [3.668, -23.077, 6.903], [0.103, -27.584, 8.914], [-0.178, -26.025, 9.796], [0.939, -27.242, 10.450], [0.430, -24.698, 8.029], [0.485, -26.270, 7.073], [1.566, -24.285, 6.124], [2.820, -25.607, 6.382], [4.568, -23.508, 6.462], [4.010, -22.354, 7.645], [3.036, -22.447, 6.273], [-1.961, -21.955, 1.311], [-1.966, -20.627, 1.710], [-0.724, -19.943, 1.838], [-0.757, -18.863, 2.907], [-1.171, -19.250, 4.223], [-0.131, -19.846, 4.968], [-1.254, -22.561, 1.890], [-1.743, -22.079, 0.242], [-2.962, -22.363, 1.468], [-0.600, -19.460, 0.863], [0.094, -20.665, 1.937], [-1.505, -18.095, 2.712], [0.236, -18.414, 2.929], [0.703, -19.198, 5.259], [0.310, -20.716, 4.473], [-0.550, -20.126, 5.938]],
  "total_charge": -3,
  "max_force_ev_per_a": 7.2,
  "total_energy_ha": -10419.658177
}

***

Record 4
{
  "formula": "C12H30F5NO14S2Y2",
  "method": "ωB97M-V/def2-TZVPD",
  "species": ["Y", "Y", "O", "C", "C", "O", "H", "H", "H", "H", "O", "C", "C", "O", "H", "H", "H", "H", "N", "S", "O", "O", "F", "S", "O", "O", "F", "C", "O", "O", "C", "F", "F", "F", "C", "C", "H", "H", "H", "H", "H", "H", "C", "O", "H", "H", "H", "H", "C", "O", "H", "H", "H", "H", "C", "O", "H", "H", "H", "H", "C", "O", "H", "H", "H", "H"],
  "positions_angstrom": [[0.615, -3.435, -2.540], [0.263, -3.619, 1.795], [-0.664, -1.537, -1.988], [-0.530, -0.552, -1.002], [-0.599, -0.907, 0.557], [-1.356, -2.019, 1.029], [-1.426, 0.054, -1.137], [0.212, 0.132, -1.415], [-0.836, 0.000, 1.114], [0.395, -1.188, 0.906], [1.484, -3.471, -0.257], [2.894, -3.155, -0.351], [3.481, -2.364, -1.573], [2.719, -2.222, -2.758], [3.317, -4.153, -0.232], [3.197, -2.697, 0.591], [4.438, -2.859, -1.741], [3.693, -1.352, -1.230], [-3.885, 2.448, -0.412], [-3.941, 1.964, -2.073], [-3.766, 0.523, -2.239], [-3.570, 2.816, -3.188], [-5.556, 2.025, -2.107], [-2.678, 3.316, -0.536], [-2.814, 4.753, -0.954], [-1.338, 2.747, -0.690], [-2.549, 3.593, 1.049], [2.355, -1.191, 3.886], [2.270, -0.011, 3.084], [1.638, -2.256, 3.239], [3.794, -1.429, 4.490], [4.271, -0.536, 5.399], [3.945, -2.651, 5.140], [4.710, -1.527, 3.531], [3.296, 0.365, 2.087], [2.845, 1.425, 1.144], [3.637, 1.786, 0.488], [2.051, 1.155, 0.449], [2.294, 2.197, 1.682], [3.702, -0.429, 1.460], [4.186, 0.740, 2.591], [1.736, -0.819, 4.703], [-0.435, 2.732, 2.692], [0.384, 1.855, 3.482], [0.005, 3.719, 2.550], [-0.519, 2.220, 1.733], [-1.377, 3.019, 3.159], [1.116, 1.595, 2.917], [-3.568, -1.539, -5.523], [-2.794, -1.877, -4.410], [-3.905, -2.450, -6.017], [-4.450, -0.989, -5.196], [-3.003, -0.915, -6.215], [-1.870, -1.821, -4.663], [-3.235, -0.122, 3.203], [-3.071, 0.746, 2.048], [-4.279, -0.297, 3.464], [-2.742, -1.093, 3.167], [-2.780, 0.461, 4.005], [-2.269, 0.452, 1.610], [0.150, 1.791, -4.138], [0.325, 0.314, -4.202], [0.314, 2.291, -5.092], [-0.762, 2.160, -3.668], [0.920, 2.178, -3.470], [-0.083, -0.086, -3.430]],
  "max_force_ev_per_a": 11.1,
  "total_energy_ha": -2955.381947
}